Record 1
Entry from the OMol25 dataset: a structure of composition C4H4O5Sm in a non-equilibrium geometry (ωB97M-V/def2-TZVPD).

XYZ file:
```
14
Properties=species:S:1:pos:R:3:forces:R:3
O 1.078 3.226 1.341 -0.751 -1.258 -0.154
C 0.346 2.298 0.998 1.917 2.453 -0.440
O -0.625 1.828 1.696 -0.849 -0.620 0.739
O 0.551 1.783 -0.234 0.153 -0.295 -0.328
C -0.419 0.898 -0.898 -0.079 0.314 0.115
H -0.891 1.536 -1.664 0.164 -0.002 0.050
C 0.377 -0.177 -1.620 0.015 -0.143 -0.195
H 1.384 0.166 -1.918 -0.344 -0.030 0.151
H 0.502 -1.087 -1.013 0.160 0.050 -0.142
H -0.152 -0.464 -2.542 0.105 -0.066 0.246
C -0.048 -3.458 1.629 0.899 -0.269 0.429
O -1.172 -3.264 1.416 -0.333 0.306 -0.199
O 1.066 -3.655 1.879 -0.537 0.097 -0.249
Sm -1.998 0.370 0.929 -0.521 -0.535 -0.023
```
Forces are in eV/Å.

Values from the calculation:
- HOMO (alpha / beta) (eV) = -7.3 / -7.5
- multiplicity = 7
- electronic energy (eV) = -32353.03708
- relative energy (zero: lowest compared OMol25 entry of this formula, charge and spin) (kcal/mol) = 3.4

Record 2
Entry from the OMol25 dataset: a cluster of 3 separate species, C16H44BFN2O13P3S in total in a non-equilibrium geometry (ωB97M-V/def2-TZVPD).

XYZ file:
```
81
Properties=species:S:1:pos:R:3:forces:R:3
C 1.884 -0.591 -0.528 -0.134 -0.319 0.080
C 2.188 0.054 0.783 -0.623 0.207 0.589
O 1.329 0.472 1.531 0.639 -0.089 -0.350
O 3.507 0.064 1.060 -0.205 0.326 -0.451
C 3.988 1.151 1.875 0.473 0.081 0.697
C 5.155 1.847 1.205 -0.339 -0.062 -0.074
P 4.927 2.408 -0.618 1.403 -1.758 0.514
P 4.648 3.080 -2.836 0.229 -0.544 -0.587
P 5.954 4.726 -3.355 -0.821 0.458 -0.409
O 5.323 5.978 -3.798 0.021 0.205 -0.029
O 6.891 4.097 -4.507 0.156 -0.144 0.245
O 6.994 4.991 -2.165 0.232 -0.210 0.031
B 5.797 0.804 -1.347 0.013 -0.005 -0.286
O 5.085 -0.272 -1.856 -0.244 0.387 -0.140
O 7.166 0.691 -1.348 -0.140 -0.132 0.285
S 3.771 4.293 0.192 -1.144 0.230 -0.364
O 3.596 5.370 -0.744 0.338 0.501 0.000
O 2.552 3.792 0.786 -0.040 -0.064 0.402
F 4.584 4.950 1.446 0.183 0.149 0.164
H 0.817 -0.568 -0.684 -0.291 -0.054 -0.045
H 2.375 -0.103 -1.361 0.331 0.056 -0.020
H 2.201 -1.630 -0.472 0.150 -0.129 -0.181
H 3.207 1.861 2.121 -0.381 -0.074 -0.310
H 4.323 0.719 2.818 -0.029 -0.140 0.112
H 6.020 1.180 1.232 0.180 -0.057 -0.159
H 5.415 2.699 1.831 0.011 0.182 -0.011
H 3.622 1.823 -0.750 -0.243 0.507 0.032
H 6.174 3.149 -0.516 -0.245 0.235 -0.045
H 3.387 3.673 -3.017 0.114 0.402 0.153
H 6.575 3.205 -4.679 0.034 -0.257 -0.172
H 6.988 5.945 -2.034 -0.018 0.203 0.263
H 5.076 -1.008 -1.250 0.073 -0.446 0.147
H 7.534 1.413 -0.831 0.250 0.264 -0.125
C -3.116 3.581 -2.395 -0.008 -0.020 0.107
O -4.058 2.939 -1.555 0.084 0.040 -0.127
C -5.157 2.343 -2.223 -0.162 0.008 0.180
C -5.072 0.831 -2.200 0.161 -0.054 -0.068
N -3.998 0.342 -3.052 0.033 -0.015 0.120
C -3.676 -1.073 -2.892 0.022 0.103 -0.149
C -3.214 -1.570 -1.525 -0.063 -0.189 0.028
O -1.938 -1.108 -1.136 0.024 0.061 0.066
C -1.904 0.194 -0.570 0.240 -0.071 0.023
H -2.463 4.173 -1.758 -0.004 -0.012 0.031
H -2.496 2.866 -2.945 -0.026 0.024 -0.074
H -3.611 4.246 -3.109 0.004 -0.007 -0.029
H -5.248 2.718 -3.247 0.079 -0.039 -0.035
H -6.056 2.640 -1.674 -0.020 0.022 -0.043
H -6.021 0.420 -2.561 -0.009 -0.024 0.021
H -4.952 0.528 -1.152 -0.090 0.011 0.024
H -3.163 0.883 -2.877 0.008 0.036 0.006
H -2.883 -1.303 -3.607 -0.012 -0.043 -0.017
H -4.552 -1.660 -3.193 -0.031 -0.010 0.046
H -3.122 -2.658 -1.596 0.007 -0.007 0.012
H -3.948 -1.374 -0.734 0.016 0.096 -0.008
H -2.803 0.408 0.015 -0.057 0.009 -0.062
H -1.766 0.959 -1.338 -0.115 0.078 0.044
H -1.040 0.242 0.093 -0.019 0.022 0.046
C -0.551 -3.893 0.932 0.108 -0.021 0.076
O -0.509 -3.429 2.267 -0.126 -0.070 -0.199
C -1.134 -2.164 2.464 0.153 0.164 0.256
C -2.435 -2.305 3.225 -0.108 -0.127 -0.136
N -3.464 -2.956 2.421 0.028 -0.088 0.123
C -4.659 -3.359 3.155 0.039 0.047 -0.211
C -4.519 -4.348 4.308 -0.169 0.051 0.136
O -4.172 -5.664 3.923 0.079 -0.011 -0.031
C -2.793 -5.887 3.691 -0.098 -0.128 -0.022
H 0.142 -4.730 0.857 0.006 -0.007 0.032
H -1.549 -4.248 0.646 -0.007 0.060 -0.066
H -0.243 -3.114 0.228 -0.059 0.007 -0.028
H -1.278 -1.646 1.513 -0.062 -0.072 -0.029
H -0.451 -1.564 3.070 0.032 0.046 -0.071
H -2.787 -1.307 3.505 -0.009 -0.002 0.026
H -2.215 -2.857 4.148 0.036 0.084 0.055
H -3.067 -3.770 1.973 0.036 0.002 -0.035
H -5.346 -3.802 2.429 -0.050 0.016 0.022
H -5.144 -2.455 3.539 0.012 0.006 0.056
H -5.503 -4.433 4.776 0.001 -0.017 0.006
H -3.835 -3.987 5.086 0.092 0.002 -0.077
H -2.167 -5.291 4.358 0.019 0.058 -0.031
H -2.517 -5.679 2.654 0.087 0.081 0.028
H -2.597 -6.943 3.880 -0.031 -0.006 0.025
```
Forces are in eV/Å.

Values from the calculation:
- HOMO (eV) = -5.1
- charge = -1
- electronic energy (eV) = -89001.13393

Record 3
Entry from the OMol25 dataset: the molecule C15H23NO2 (ωB97M-V/def2-TZVPD).

XYZ file:
```
41
Properties=species:S:1:pos:R:3:forces:R:3
C -1.855 4.694 2.730 -0.117 0.161 -0.107
O -1.142 3.653 3.348 0.163 -0.304 0.095
C -1.042 2.457 2.699 0.036 -0.095 -0.001
C -0.332 1.459 3.367 -0.044 0.205 0.029
C -0.172 0.215 2.798 -0.062 0.118 -0.052
C -0.710 -0.077 1.547 -0.184 -0.071 -0.129
C -0.503 -1.429 0.926 0.201 -0.094 0.019
C 0.958 -1.657 0.520 -0.194 0.302 -0.187
C 1.490 -0.647 -0.520 0.487 -0.077 0.255
C 3.022 -0.577 -0.420 -0.311 0.160 0.057
N 1.123 -0.882 -1.895 -0.386 -0.066 -0.118
C 0.092 -0.126 -2.558 -0.237 -0.181 -0.186
C -1.180 -0.948 -2.819 0.054 0.365 0.106
O -0.886 -2.158 -3.481 0.034 0.002 -0.142
C 0.036 -2.929 -2.740 0.358 -0.066 0.068
C 1.347 -2.159 -2.525 -0.265 -0.088 -0.107
C -1.418 0.919 0.894 0.111 -0.185 0.108
C -1.588 2.176 1.454 -0.069 0.397 0.127
H -2.904 4.423 2.567 0.047 0.007 -0.010
H -1.402 4.982 1.775 -0.029 -0.021 0.031
H -1.805 5.536 3.418 -0.033 -0.031 -0.086
H 0.082 1.687 4.337 0.047 0.025 0.124
H 0.374 -0.547 3.334 0.074 -0.090 0.075
H -1.150 -1.534 0.055 -0.035 -0.057 0.049
H -0.784 -2.204 1.645 -0.082 -0.019 -0.082
H 1.580 -1.572 1.412 0.045 -0.083 0.054
H 1.072 -2.673 0.137 0.112 -0.065 0.013
H 1.096 0.341 -0.259 0.037 -0.076 -0.040
H 3.319 -0.186 0.550 0.110 -0.023 0.158
H 3.466 -1.562 -0.546 0.102 -0.155 0.004
H 3.409 0.077 -1.195 0.055 0.060 -0.062
H -0.152 0.760 -1.971 0.007 0.047 -0.015
H 0.482 0.199 -3.535 -0.140 0.083 0.018
H -1.861 -0.402 -3.475 0.001 0.019 0.074
H -1.697 -1.167 -1.872 0.032 0.047 -0.096
H 0.208 -3.835 -3.324 0.014 -0.002 0.080
H -0.408 -3.204 -1.770 0.051 0.003 -0.034
H 2.038 -2.756 -1.931 0.063 -0.046 -0.019
H 1.800 -1.983 -3.512 0.025 -0.153 0.032
H -1.856 0.718 -0.074 -0.037 -0.052 -0.097
H -2.148 2.919 0.908 -0.042 0.096 -0.008
```
Forces are in eV/Å.

Values from the calculation:
- HOMO (eV) = -7.7
- electronic energy (eV) = -21512.39095
- relative energy (zero: lowest compared OMol25 entry of this formula, charge and spin) (kcal/mol) = 48.8
- SMILES = COc1ccc(CC[C@@H](C)N2CCOCC2)cc1

Record 4
Entry from the OMol25 dataset: a structure of composition C49H52CdN5O2P3 (ωB97M-V/def2-TZVPD).

XYZ file:
```
112
Properties=species:S:1:pos:R:3:forces:R:3
Cd 0.033 -0.382 0.688 0.199 -0.090 -0.112
N 3.382 0.391 0.186 -0.058 -0.015 -0.038
C 3.505 -1.004 -0.249 0.045 0.003 0.024
C 4.936 -1.527 -0.431 0.023 -0.040 -0.019
C 5.814 -0.795 -1.447 0.005 0.033 -0.016
C 5.540 -1.138 -2.912 -0.067 0.000 0.002
N 4.151 -0.906 -3.346 0.088 0.009 0.024
C 3.578 0.289 -3.379 -0.169 -0.035 0.065
N 2.250 0.399 -3.461 0.057 -0.020 -0.071
N 4.312 1.396 -3.299 0.112 0.119 -0.015
C 2.715 -1.964 0.669 -0.104 0.047 -0.028
O 2.977 -3.151 0.626 -0.054 -0.015 0.016
O 1.781 -1.426 1.387 0.072 0.100 0.128
H 3.978 0.991 -0.374 0.025 -0.011 0.013
H 3.690 0.483 1.148 -0.009 -0.008 0.043
H 2.965 -1.081 -1.197 -0.052 -0.014 -0.088
H 4.872 -2.587 -0.683 0.013 0.006 -0.008
H 5.430 -1.489 0.544 -0.004 0.029 0.003
H 6.858 -1.063 -1.272 -0.007 -0.027 0.006
H 5.777 0.287 -1.288 -0.040 0.006 -0.007
H 5.729 -2.195 -3.087 -0.010 -0.017 0.001
H 6.209 -0.598 -3.587 0.034 -0.005 0.024
H 3.539 -1.706 -3.387 -0.034 -0.015 -0.012
H 1.662 -0.421 -3.472 -0.017 -0.028 0.021
H 1.823 1.306 -3.559 -0.041 0.006 0.029
H 5.315 1.348 -3.333 0.013 -0.003 -0.009
H 3.880 2.309 -3.286 -0.029 -0.071 0.014
C -1.550 4.010 0.488 0.046 -0.015 0.036
N -1.103 2.613 0.381 -0.057 0.024 -0.036
P 0.521 2.154 0.454 -0.021 -0.131 0.034
C 1.265 2.777 1.970 -0.006 0.050 0.024
C 1.659 1.842 2.928 0.007 0.050 0.035
C 2.137 2.266 4.160 -0.006 -0.037 -0.006
C 2.217 3.622 4.442 -0.014 0.030 -0.009
C 1.831 4.560 3.491 -0.002 -0.007 -0.005
C 1.359 4.142 2.258 0.047 0.000 -0.013
C 1.299 3.058 -0.918 -0.035 0.038 -0.024
C 2.578 3.599 -0.821 0.025 -0.027 -0.010
C 3.133 4.282 -1.899 -0.031 -0.018 0.005
C 2.419 4.417 -3.084 -0.001 -0.072 0.000
C 1.146 3.861 -3.194 0.020 -0.009 0.022
C 0.589 3.187 -2.115 -0.016 0.073 -0.001
P -2.194 1.285 0.434 0.039 -0.044 -0.019
C -3.661 1.844 -0.451 -0.034 0.078 0.028
C -3.686 1.682 -1.836 -0.010 0.057 -0.025
C -4.783 2.102 -2.572 0.030 0.000 -0.001
C -5.868 2.677 -1.922 -0.014 0.003 0.017
C -5.856 2.832 -0.542 -0.001 -0.013 -0.023
C -4.755 2.419 0.195 -0.012 -0.035 -0.009
C -2.692 1.086 2.164 -0.003 0.041 0.035
C -3.659 0.123 2.465 0.002 -0.008 0.016
C -3.939 -0.192 3.784 -0.015 0.010 -0.005
C -3.254 0.443 4.815 0.010 0.000 0.000
C -2.290 1.395 4.523 -0.007 -0.006 -0.002
C -2.002 1.714 3.201 -0.034 0.023 0.021
H -0.785 4.672 0.083 -0.004 0.000 -0.008
H -1.748 4.290 1.524 0.010 0.009 -0.008
H -2.458 4.151 -0.096 -0.016 -0.007 0.010
H 1.606 0.780 2.712 0.044 -0.025 -0.011
H 2.444 1.538 4.900 -0.003 0.005 -0.014
H 2.584 3.953 5.405 0.006 -0.006 -0.009
H 1.899 5.617 3.712 -0.002 -0.006 0.002
H 1.071 4.882 1.522 -0.008 -0.008 -0.014
H 3.136 3.508 0.103 -0.016 0.016 0.002
H 4.114 4.729 -1.804 -0.004 0.011 0.011
H 2.842 4.971 -3.913 -0.010 0.013 0.003
H 0.578 3.986 -4.108 0.000 -0.002 0.011
H -0.422 2.798 -2.185 0.026 -0.006 -0.003
H -2.848 1.210 -2.340 0.005 0.026 0.003
H -4.800 1.975 -3.646 0.002 0.001 0.005
H -6.729 3.000 -2.493 0.006 -0.006 0.006
H -6.705 3.276 -0.038 0.004 0.002 -0.004
H -4.750 2.536 1.272 0.005 0.007 -0.010
H -4.197 -0.380 1.669 0.001 -0.001 -0.026
H -4.694 -0.934 4.009 0.013 0.011 0.003
H -3.476 0.194 5.844 0.002 0.006 -0.010
H -1.761 1.897 5.323 -0.005 -0.007 -0.005
H -1.247 2.461 2.988 -0.010 -0.015 -0.003
C -5.689 -2.162 -0.051 0.010 0.014 -0.011
C -5.149 -3.034 0.884 0.023 -0.012 -0.010
C -3.775 -3.222 0.958 0.007 -0.008 0.011
C -2.925 -2.544 0.084 -0.015 0.084 -0.072
C -3.478 -1.658 -0.845 -0.064 -0.078 0.011
C -4.850 -1.475 -0.918 -0.042 -0.031 0.013
P -1.125 -2.619 0.296 0.136 0.044 0.169
C -0.310 -3.030 -1.286 -0.114 0.076 -0.145
C 0.572 -4.098 -1.415 0.082 -0.008 0.124
C 1.224 -4.328 -2.620 0.043 0.018 -0.002
C 0.989 -3.510 -3.714 0.030 -0.011 -0.027
C 0.119 -2.430 -3.592 -0.027 0.055 -0.036
C -0.500 -2.173 -2.377 0.007 -0.086 -0.076
C -0.763 -3.935 1.463 -0.060 -0.089 0.025
C -0.152 -3.637 2.678 0.020 -0.028 0.009
C 0.097 -4.646 3.596 -0.019 -0.040 -0.024
C -0.258 -5.953 3.303 0.006 0.010 0.031
C -0.869 -6.260 2.093 -0.013 0.008 -0.033
C -1.125 -5.255 1.176 -0.031 -0.021 -0.063
H -6.760 -2.017 -0.103 0.013 -0.010 -0.004
H -5.798 -3.576 1.559 0.009 0.005 0.005
H -3.371 -3.894 1.702 0.022 -0.017 0.010
H -2.846 -1.103 -1.523 -0.088 0.005 0.071
H -5.262 -0.786 -1.645 0.008 -0.015 0.019
H 0.777 -4.739 -0.569 -0.002 0.002 -0.002
H 1.906 -5.163 -2.704 -0.009 -0.011 0.018
H 1.459 -3.728 -4.665 -0.022 0.012 -0.003
H -0.119 -1.823 -4.461 0.058 0.022 0.057
H -1.162 -1.320 -2.297 0.068 -0.021 -0.045
H 0.161 -2.628 2.900 0.023 0.077 -0.019
H 0.580 -4.411 4.535 -0.008 0.002 -0.011
H -0.059 -6.740 4.019 0.004 0.007 -0.007
H -1.147 -7.280 1.865 0.003 0.011 0.005
H -1.609 -5.499 0.237 -0.007 0.015 0.006
```
Forces are in eV/Å.

Values from the calculation:
- HOMO (eV) = -12.7
- charge = +2
- electronic energy (eV) = -95624.32570
- relative energy (zero: lowest compared OMol25 entry of this formula, charge and spin) (kcal/mol) = 0.0

Record 5
Entry from the OMol25 dataset: a structure of composition C3H3O3Tl in a non-equilibrium geometry (ωB97M-V/def2-TZVPD).

XYZ file:
```
10
Properties=species:S:1:pos:R:3:forces:R:3
O 2.499 -0.686 1.511 -0.880 0.082 4.880
Tl 2.721 1.580 0.641 1.347 2.022 0.396
O 2.758 -1.139 -0.555 -0.284 -3.125 -1.193
C 2.557 -1.373 0.566 1.820 1.106 -3.811
O -0.543 -0.431 0.508 -1.681 1.178 4.082
C -1.535 0.159 0.557 5.919 -4.530 -0.313
H -2.693 1.033 0.090 -1.822 0.983 -0.921
C -1.955 0.324 -0.789 -3.333 2.114 -2.345
H -1.422 1.126 -1.317 -0.222 0.488 -0.462
H -2.386 -0.592 -1.212 -0.864 -0.317 -0.313
```
Forces are in eV/Å.

Values from the calculation:
- HOMO (alpha / beta) (eV) = -30.0 / -30.4
- charge = +4
- electronic energy (eV) = -13925.09833
- relative energy (zero: lowest compared OMol25 entry of this formula, charge and spin) (kcal/mol) = 41.3

Record 6
Entry from the OMol25 dataset: the molecule C3H11NP2 in a non-equilibrium geometry (ωB97M-V/def2-TZVPD).

XYZ file:
```
17
Properties=species:S:1:pos:R:3:forces:R:3
C 2.448 -0.743 -0.281 -1.238 -3.134 -0.069
C 1.893 0.588 -0.716 0.462 -1.741 -0.610
P 1.161 1.464 0.621 -3.139 -1.091 1.776
N -0.415 0.013 1.066 3.537 2.322 -1.779
P -1.272 -0.529 -0.285 -1.217 -2.600 1.505
C -3.011 0.004 0.119 -0.916 1.662 -0.968
H 3.310 -0.737 0.319 1.293 0.328 0.781
H 1.697 -1.405 0.317 0.971 1.448 -1.027
H 2.670 -1.379 -1.188 -0.038 0.733 0.853
H 1.282 0.233 -1.502 -1.608 0.508 -0.850
H 2.644 1.134 -1.244 0.700 0.845 0.038
H 0.356 2.375 -0.121 0.037 -0.128 -0.016
H -0.941 0.363 1.826 -0.466 0.485 0.958
H -1.577 -1.895 0.425 0.515 1.402 -1.415
H -2.953 0.530 1.074 -0.201 0.053 -0.001
H -3.807 -0.725 0.197 0.361 -0.792 0.175
H -3.487 0.707 -0.628 0.946 -0.299 0.648
```
Forces are in eV/Å.

Values from the calculation:
- HOMO (eV) = -8.6
- electronic energy (eV) = -23354.78723
- relative energy (zero: lowest compared OMol25 entry of this formula, charge and spin) (kcal/mol) = 0.0
- SMILES = CCPNPC

Please write out number 6 again, unchanged.
Entry from the OMol25 dataset: the molecule C3H11NP2 in a non-equilibrium geometry (ωB97M-V/def2-TZVPD).

XYZ file:
```
17
Properties=species:S:1:pos:R:3:forces:R:3
C 2.448 -0.743 -0.281 -1.238 -3.134 -0.069
C 1.893 0.588 -0.716 0.462 -1.741 -0.610
P 1.161 1.464 0.621 -3.139 -1.091 1.776
N -0.415 0.013 1.066 3.537 2.322 -1.779
P -1.272 -0.529 -0.285 -1.217 -2.600 1.505
C -3.011 0.004 0.119 -0.916 1.662 -0.968
H 3.310 -0.737 0.319 1.293 0.328 0.781
H 1.697 -1.405 0.317 0.971 1.448 -1.027
H 2.670 -1.379 -1.188 -0.038 0.733 0.853
H 1.282 0.233 -1.502 -1.608 0.508 -0.850
H 2.644 1.134 -1.244 0.700 0.845 0.038
H 0.356 2.375 -0.121 0.037 -0.128 -0.016
H -0.941 0.363 1.826 -0.466 0.485 0.958
H -1.577 -1.895 0.425 0.515 1.402 -1.415
H -2.953 0.530 1.074 -0.201 0.053 -0.001
H -3.807 -0.725 0.197 0.361 -0.792 0.175
H -3.487 0.707 -0.628 0.946 -0.299 0.648
```
Forces are in eV/Å.

Values from the calculation:
- HOMO (eV) = -8.6
- electronic energy (eV) = -23354.78723
- relative energy (zero: lowest compared OMol25 entry of this formula, charge and spin) (kcal/mol) = 0.0
- SMILES = CCPNPC

What is the formula in the sixth record? C3H11NP2

The lowest electronic energy belongs to which entry? C49H52CdN5O2P3